1.
This record from the Open Molecules 2025 dataset describes C23H44HoN6S6 as an isolated structure. The level of theory is the ωB97M-V functional and the def2-TZVPD basis.

Calculated values
Max |F| (hartree/bohr): 0.00816
Gap between HOMO and LUMO (spin up / spin down) (eV): 8.51 / 8.32
Energy relative to the best compared isomer or geometry (same formula, charge and spin) (kJ/mol): 36.2
Spin multiplicity: 5
Net charge: +3
Lowest unoccupied orbital energy (spin up / spin down) (eV): -7.54 / -7.73
Electronic energy (eV): -124296.2794
HOMO (spin up / spin down) (hartree): -0.58972 / -0.58988

```
80
Properties=species:S:1:pos:R:3:forces:R:3
Ho -0.063 -0.271 0.024 -0.057 0.225 0.215
C -2.325 -2.750 2.581 0.032 0.010 0.063
C -1.040 -2.533 3.366 -0.087 -0.052 -0.002
S -0.149 -1.004 3.013 0.205 0.006 -0.269
C -1.257 0.194 3.786 -0.046 0.060 0.014
C -0.747 1.606 3.549 -0.053 -0.030 0.052
S -0.653 2.115 1.817 0.190 -0.045 -0.271
C -2.301 2.781 1.492 -0.078 -0.020 0.017
C -3.452 1.789 1.456 0.001 0.085 -0.013
S -3.165 0.496 0.225 0.275 -0.063 -0.144
C -4.273 -0.795 0.818 -0.080 -0.017 -0.004
C -3.814 -2.158 0.327 -0.043 -0.016 0.022
S -2.116 -2.575 0.786 0.209 -0.066 -0.110
H -3.096 -2.052 2.901 0.030 0.008 0.028
H -2.693 -3.760 2.765 -0.022 0.004 0.043
H -0.327 -3.337 3.206 -0.009 -0.016 0.008
H -1.265 -2.527 4.433 -0.014 -0.045 0.018
H -1.262 -0.020 4.855 -0.028 0.036 0.026
H -2.264 0.058 3.396 -0.014 0.017 0.009
H 0.266 1.717 3.937 0.016 -0.005 0.016
H -1.376 2.330 4.066 0.008 0.004 0.038
H -2.200 3.297 0.537 -0.018 0.007 0.007
H -2.493 3.545 2.246 -0.031 0.016 -0.006
H -4.373 2.312 1.200 -0.011 0.032 0.024
H -3.598 1.315 2.425 -0.009 0.018 0.039
H -5.278 -0.598 0.445 -0.040 -0.019 0.017
H -4.309 -0.748 1.906 -0.024 -0.024 0.012
H -3.861 -2.230 -0.759 -0.024 0.025 0.013
H -4.463 -2.938 0.724 -0.030 -0.013 -0.013
C -1.670 -1.673 -2.519 0.033 0.025 -0.048
N -0.263 -1.228 -2.396 -0.070 0.139 0.253
C 0.006 -0.304 -3.523 -0.015 -0.064 -0.025
C 0.639 -2.391 -2.570 -0.038 0.008 -0.145
C 0.762 -3.230 -1.328 0.039 -0.066 0.123
N 1.332 -2.460 -0.194 -0.132 0.196 0.066
C 2.758 -2.177 -0.463 -0.050 -0.011 -0.072
C 1.299 -3.332 0.998 0.118 0.021 -0.032
H -1.869 -2.036 -3.531 -0.020 -0.016 -0.025
H -2.341 -0.836 -2.313 0.016 0.003 -0.005
H -1.876 -2.486 -1.824 0.030 -0.008 -0.039
H -0.049 -0.851 -4.468 0.001 0.020 -0.014
H 0.999 0.130 -3.424 0.009 -0.003 -0.003
H -0.737 0.488 -3.540 -0.004 -0.004 -0.015
H 1.613 -2.009 -2.872 0.018 -0.015 -0.021
H 0.283 -3.014 -3.397 -0.014 -0.011 -0.030
H 1.398 -4.096 -1.543 0.010 -0.016 0.015
H -0.206 -3.621 -1.016 -0.013 -0.002 -0.014
H 3.295 -3.112 -0.648 0.020 -0.003 -0.035
H 3.190 -1.676 0.397 0.024 -0.020 0.033
H 2.867 -1.537 -1.337 0.018 0.043 0.013
H 1.907 -4.225 0.826 0.014 -0.023 0.019
H 0.281 -3.654 1.193 -0.037 -0.034 -0.012
H 1.706 -2.799 1.857 -0.005 0.008 0.007
C -2.764 3.369 -3.894 0.045 -0.010 0.019
C -2.584 3.014 -2.414 0.091 0.003 -0.022
C -1.160 2.727 -2.043 -0.021 0.105 -0.074
N -0.731 1.698 -1.392 0.083 -0.137 0.018
N 0.635 1.670 -1.209 -0.162 -0.348 0.169
C 1.238 2.723 -1.702 0.011 0.110 0.009
N 2.553 2.946 -1.627 -0.039 -0.050 -0.015
S 0.136 3.793 -2.490 -0.056 0.212 -0.126
H -3.811 3.586 -4.095 0.015 -0.022 0.016
H -2.457 2.548 -4.543 0.002 0.012 0.021
H -2.192 4.256 -4.173 -0.007 -0.009 0.024
H -3.168 2.134 -2.148 -0.037 -0.026 0.017
H -2.944 3.842 -1.795 0.023 -0.001 -0.003
H 3.111 2.362 -1.026 -0.004 0.012 0.031
H 2.953 3.812 -1.947 -0.006 -0.001 -0.018
S 2.322 0.675 1.479 -0.084 -0.069 0.127
C 3.986 0.944 1.136 -0.015 -0.034 0.026
N 4.727 1.447 2.158 0.109 0.028 0.063
C 6.052 1.714 2.101 -0.168 -0.018 0.116
C 6.745 1.481 0.951 0.055 -0.009 -0.091
C 6.040 0.967 -0.140 -0.021 -0.037 -0.063
C 4.685 0.703 -0.051 0.045 -0.003 -0.090
H 4.235 1.615 3.028 -0.004 0.012 0.024
H 6.499 2.104 3.006 -0.027 -0.005 -0.030
H 7.804 1.688 0.902 -0.015 -0.005 -0.010
H 6.564 0.765 -1.067 -0.035 0.010 0.039
H 4.150 0.291 -0.894 0.021 -0.009 -0.021
```
Forces are in eV/Å.



2.
This record from the Open Molecules 2025 dataset describes an isolated molecule of C12H8 in a non-equilibrium geometry. The level of theory is the ωB97M-V functional and the def2-TZVPD basis.

Calculated values
Max |F| (hartree/bohr): 0.06607
Gap between HOMO and LUMO (eV): 7.82
Energy relative to the best compared isomer or geometry (same formula, charge and spin) (kJ/mol): 52.8
Structure (SMILES): C1=Cc2cccc3cccc1c23
Spin multiplicity: 1
Net charge: 0
Lowest unoccupied orbital energy (eV): -0.41
Electronic energy (eV): -12572.8584
HOMO (hartree): -0.30256

```
20
Properties=species:S:1:pos:R:3:forces:R:3
C 0.512 2.397 0.020 -2.691 -1.864 0.909
C -0.880 2.256 0.079 2.744 1.839 -0.637
C -1.263 0.898 -0.114 1.606 -2.877 0.629
C -2.420 0.157 -0.021 1.415 -0.537 -0.170
C -2.301 -1.269 0.029 0.006 -0.507 0.214
C -1.084 -1.920 0.078 -1.622 -1.391 -0.986
C 0.113 -1.251 -0.104 0.408 1.548 0.670
C 1.398 -1.809 0.017 1.085 0.697 0.355
C 2.483 -0.949 -0.017 -0.754 -0.042 0.671
C 2.310 0.480 -0.033 1.785 -1.348 0.177
C 1.097 1.037 -0.004 -1.742 0.453 -1.296
C 0.018 0.143 -0.142 -2.080 0.639 0.062
H 0.997 3.298 0.235 0.814 1.113 0.030
H -1.483 3.132 0.241 -0.506 -0.073 -0.091
H -3.344 0.658 0.057 -1.162 0.257 0.023
H -3.153 -1.959 0.056 -0.020 0.807 0.102
H -1.085 -3.027 0.089 -0.013 0.730 0.186
H 1.521 -2.836 0.350 0.024 -0.061 -0.526
H 3.462 -1.354 0.208 0.081 0.119 -0.320
H 3.198 1.061 0.035 0.623 0.498 -0.001
```
Forces are in eV/Å.



3.
This record from the Open Molecules 2025 dataset describes a 2-piece molecular cluster, C4H3F3N2OS overall in a non-equilibrium geometry. The level of theory is the ωB97M-V functional and the def2-TZVPD basis.

Calculated values
Max |F| (hartree/bohr): 0.09278
Gap between HOMO and LUMO (spin up / spin down) (eV): 8.02 / 8.06
Energy relative to the best compared isomer or geometry (same formula, charge and spin) (kJ/mol): 279.1
Spin multiplicity: 1
Net charge: 0
Lowest unoccupied orbital energy (spin up / spin down) (eV): -1.70 / -1.71
Electronic energy (eV): -28207.5898
HOMO (spin up / spin down) (hartree): -0.35726 / -0.35896

```
14
Properties=species:S:1:pos:R:3:forces:R:3
C -2.145 -0.160 -0.290 1.632 -2.254 -1.465
C -1.280 0.872 -0.016 -0.747 -1.011 -1.371
C 0.082 1.013 -0.426 0.423 -3.956 2.395
C 0.901 2.194 -0.142 0.381 0.781 2.550
N -2.006 1.841 0.507 2.414 4.001 0.962
N -3.218 1.733 0.613 -2.258 -0.110 0.638
O 0.694 -0.357 1.159 0.572 2.890 -0.130
F 0.991 2.995 -1.138 -0.718 1.858 -2.895
F 2.131 1.855 0.122 2.118 -1.232 0.412
F 0.515 2.922 0.923 -0.673 -0.224 0.071
S -3.670 0.199 0.080 -1.799 -0.157 0.319
H -1.935 -1.109 -0.758 0.310 -0.009 0.051
H 0.452 0.381 -1.263 -0.295 0.551 0.853
H 1.187 0.164 1.917 -1.361 -1.127 -2.388
```
Forces are in eV/Å.